# 1
# C21H21ClN6O2

The molecule C21H21ClN6O2 (ωB97M-V/def2-TZVPD, the Open Molecules 2025 dataset).

- spin multiplicity = 1
- structure (SMILES) = CCc1nc(Nc2ccc(OC)c(OC)c2)c2nnn(Cc3ccccc3Cl)c2n1

The geometry in XYZ format:
```
51
Properties=species:S:1:pos:R:3:mulliken_charge:R:1
C 5.1068 0.1195 2.4828 -0.73
H -8.6485 -0.0517 0.1837 0.23
C 5.6397 -1.3248 0.6460 -0.79
H 4.4368 2.0814 1.9571 0.43
H 4.8882 2.9860 -0.4405 0.43
C -3.6428 -2.8408 -0.2733 -0.92
Cl 5.4386 -0.6312 -1.9309 -0.22
H 0.5045 -2.5243 -1.4825 0.24
H 0.4006 -2.5680 0.2710 0.33
H 5.9690 -2.2786 0.2644 0.43
C -5.1676 1.6829 -0.0052 -0.44
C 4.7798 1.1240 1.5915 -0.19
H -7.7444 1.2085 1.0588 0.36
H -2.2086 -0.7594 -0.3043 0.99
H -3.6877 3.2235 -0.0597 0.36
N 2.4247 3.3937 -0.5081 -1.26
H -7.8708 1.2693 -0.7226 0.36
H 2.9097 -2.5029 0.4105 0.29
H -2.9532 -2.7796 0.5749 0.36
N 3.0129 2.1921 -0.6095 0.87
H -4.1310 -3.8141 -0.2737 0.26
H -5.9737 2.3937 0.0776 0.37
C -3.8674 2.1589 -0.0831 -1.37
C 2.4075 -2.8107 -0.5032 -1.32
N -1.5160 1.7926 -0.2677 -0.08
C 2.0641 1.2292 -0.5686 0.41
O -6.6675 -0.2424 0.0366 -0.44
N 2.1749 -0.0979 -0.6137 -0.26
C -7.7816 0.6061 0.1447 -0.95
O -4.6803 -1.8976 -0.1649 -0.48
C 4.8750 0.9278 0.2186 0.01
N -0.1955 -0.1512 -0.4179 -0.42
H 2.9992 -2.4631 -1.3446 0.25
H 2.3539 -3.8965 -0.5314 0.45
C -5.4293 0.3239 -0.0333 0.68
N 1.1620 3.2677 -0.4145 -0.33
C -0.3253 1.1713 -0.3757 -0.68
C -4.3473 -0.5794 -0.1430 0.99
H -3.0798 -2.7153 -1.2037 0.35
C 1.0116 -0.7148 -0.5293 -0.51
C 1.0100 -2.2137 -0.5638 0.08
C -2.8060 1.2732 -0.1906 -0.51
H 4.7041 1.7847 -1.7463 0.42
C -3.0536 -0.0995 -0.2199 -0.13
C 5.5373 -1.1078 2.0076 -0.33
C 4.4390 2.0272 -0.7125 -1.30
C 5.3056 -0.3124 -0.2398 0.98
H -1.4501 2.8027 -0.2434 0.22
H 5.7915 -1.8995 2.6957 0.39
C 0.8580 1.9443 -0.4449 1.67
H 5.0232 0.2930 3.5447 0.40
```

=====

# 2
# C21H21F3LiN3O7

C21H21F3LiN3O7 as an isolated structure (ωB97M-V/def2-TZVPD, the Open Molecules 2025 dataset).

- total charge = -2
- spin multiplicity = 1

The geometry in XYZ format:
```
56
Properties=species:S:1:pos:R:3:mulliken_charge:R:1
C 0.0207 -0.8185 3.7709 -0.50
C 0.5232 -1.7015 4.7080 -0.64
C -1.7832 -3.1852 -1.5029 -0.43
C -0.2772 -1.3889 -1.1306 -0.10
C 2.6155 0.7425 1.7239 0.66
O -2.4695 1.8588 0.5593 -0.80
O -3.1584 2.1747 2.6645 -0.87
H 2.4709 0.0232 -2.4693 0.26
F 2.2884 -0.5137 1.3194 -0.24
H -1.7955 0.6672 -3.0639 0.35
H -0.9215 -0.5753 1.8776 0.23
N 0.3625 -4.9119 2.7084 1.01
H -2.0954 -4.1204 -1.9542 0.35
N -0.8198 2.0946 -2.0315 0.22
H -0.9203 4.2420 -5.2543 0.36
H 3.8436 1.0742 -0.6076 0.31
H 0.3164 -3.1501 -2.1163 0.37
O 1.0654 -5.6083 3.4165 -0.65
C 0.5409 -3.0697 4.3940 -0.33
C -0.5653 -1.2909 2.6014 -0.40
F 3.9769 0.8651 1.6306 -0.32
C 3.0408 1.6120 -1.1199 -0.42
Li -0.7185 1.3494 -0.1953 1.23
H 0.0061 0.2592 3.8728 0.57
C -1.4068 2.3933 -4.3362 -0.90
H 0.6575 -0.8708 -1.3103 -0.19
H -0.7024 -2.9017 1.2302 0.36
H 0.8622 -1.4109 5.6917 0.38
C -2.7800 -2.4206 -0.8857 -0.78
H 3.6307 1.1106 -3.1833 0.41
F 2.3607 0.7897 3.0444 -0.28
O -0.1233 -5.2783 1.6555 -0.62
C 1.8104 1.8409 0.9625 -0.06
C -3.3562 1.6640 1.4734 0.43
H 1.0194 -3.7729 5.0642 0.39
C 0.1034 -3.5283 3.1640 -0.33
H -1.9274 1.9891 -5.1947 0.38
O -4.4367 0.9569 1.3013 -0.85
C -2.4211 -1.1981 -0.3286 -0.37
H 0.1022 5.1652 -3.1663 0.37
C -0.5437 -2.6346 -1.7064 -0.67
N -1.2168 -0.6440 -0.5467 0.97
H 0.1615 3.6456 -1.1220 0.47
C -1.4297 1.6834 -3.1531 -0.20
H -3.0971 -0.6044 0.2930 0.30
C -0.2453 4.1422 -3.1785 -0.92
H -3.7639 -2.8453 -0.7478 0.45
C -0.2802 3.3196 -2.0574 -0.25
H 3.3888 2.6521 -1.1846 0.26
O 1.7817 1.5341 -0.4453 0.31
O 0.5207 2.0831 1.3044 -0.80
C 2.7810 1.0701 -2.4952 -1.00
C -0.4332 -2.6208 2.2393 0.50
H 1.9455 1.5998 -2.9550 0.10
C -0.8899 3.6805 -4.3284 -0.11
H 2.3811 2.7820 1.1001 0.02
```

=====

Number 1: E_HOMO -7.538 eV, molecular weight 424.892 g/mol. Number 2: E_HOMO 1.289 eV, molecular weight 491.348 g/mol.